1.
50
Properties=species:S:1:pos:R:3:forces:R:3:lowdin_charge:R:1 method="wB97M-V/def2-TZVPD" charge=0 spin_multiplicity=1 smiles="CCOC(=O)[C@@]1([C@H](/C=C/c2ccc(Br)cc2)c2ccc(Br)cc2)CCCC1=O"
C -3.638896 -1.829597 -2.442438 -0.244 -0.278 -0.230 -0.069
C -2.696830 -0.665366 -2.359112 0.159 -0.141 0.113 -0.210
O -1.499228 -1.181851 -1.725401 0.253 0.791 0.010 -0.019
C -0.474784 -0.290644 -1.712566 -0.232 0.839 -0.556 -0.435
O -0.523464 0.771959 -2.292738 0.182 -1.042 0.410 0.144
C 0.690211 -0.823557 -0.877851 -0.240 -0.109 -1.817 -0.258
C 0.307665 -0.692468 0.574215 -0.203 -0.024 1.305 -0.181
C -0.102929 0.748414 0.798790 -0.905 -0.178 0.752 -0.028
C -1.378443 1.159398 0.653766 1.068 -0.824 0.314 -0.040
C -1.808363 2.542691 0.753097 -0.384 1.349 -0.143 -0.203
C -3.115789 2.914172 0.353531 0.746 0.003 0.336 -0.028
C -3.542778 4.239333 0.426920 0.468 0.310 0.284 -0.121
C -2.665133 5.227378 0.912928 0.154 -1.144 -0.179 -0.697
Br -3.250374 7.017468 1.050172 0.011 -0.007 0.000 0.727
C -1.357601 4.883874 1.290155 -0.345 -0.213 -0.152 -0.115
C -0.928690 3.559172 1.191346 -0.759 0.007 -0.121 -0.011
C 1.430530 -1.217388 1.492061 -0.379 0.182 -0.028 -0.151
C 1.563318 -2.595621 1.711634 0.323 0.118 0.285 -0.041
C 2.619481 -3.103516 2.474923 0.065 0.418 0.105 -0.111
C 3.513870 -2.219160 3.098391 -0.674 0.328 -0.450 -0.686
Br 4.903850 -2.884161 4.208951 -0.166 0.054 -0.181 0.725
C 3.358131 -0.839500 2.928719 -0.168 -0.254 -0.208 -0.104
C 2.332750 -0.348914 2.105777 0.363 -0.365 0.141 -0.012
C 0.986200 -2.259317 -1.370896 -0.017 0.114 -0.316 -0.098
C 2.504855 -2.361418 -1.515398 0.341 -0.343 0.280 -0.160
C 3.022548 -0.936559 -1.745494 0.132 -0.259 -0.150 -0.071
C 1.959584 -0.005057 -1.182016 0.645 0.276 -0.013 -0.303
O 2.125498 1.170110 -0.955186 -0.247 -0.719 -0.058 0.131
H -4.627156 -1.485007 -2.745088 -0.048 -0.030 -0.004 0.080
H -3.288330 -2.546231 -3.189885 -0.049 0.013 0.109 0.082
H -3.725126 -2.348878 -1.485072 -0.012 0.128 -0.049 0.082
H -2.436048 -0.269723 -3.348157 -0.102 0.000 0.311 0.131
H -3.096063 0.146321 -1.735046 0.165 -0.107 -0.222 0.115
H -0.570421 -1.341813 0.716572 0.168 0.176 0.040 0.160
H 0.693043 1.438231 1.073146 -0.392 -0.064 -0.365 0.091
H -2.158374 0.417552 0.442001 0.268 0.214 -0.038 0.122
H -3.786276 2.138182 -0.021416 0.105 0.260 0.121 0.108
H -4.550667 4.511213 0.126122 0.181 -0.026 0.037 0.099
H -0.682143 5.645932 1.666914 -0.112 -0.075 -0.108 0.100
H 0.093117 3.303908 1.464399 -0.263 0.170 0.002 0.110
H 0.832145 -3.285299 1.285674 0.279 0.172 0.165 0.116
H 2.747092 -4.174704 2.591454 -0.069 0.132 0.071 0.102
H 4.029057 -0.143625 3.424139 -0.058 -0.160 -0.086 0.103
H 2.256779 0.723552 1.935494 0.108 -0.300 0.159 0.110
H 0.550634 -3.012063 -0.705184 0.124 0.134 -0.305 0.111
H 0.534008 -2.394053 -2.364083 0.019 -0.008 0.339 0.129
H 2.777401 -3.048127 -2.323403 0.005 0.139 0.152 0.113
H 2.930318 -2.763983 -0.588807 0.023 0.089 -0.186 0.101
H 3.157463 -0.722708 -2.817638 -0.089 0.075 0.279 0.134
H 3.984379 -0.768543 -1.248410 -0.193 0.179 -0.156 0.128

2.
6
Properties=species:S:1:pos:R:3:forces:R:3:lowdin_charge:R:1 method="wB97M-V/def2-TZVPD" charge=+1 spin_multiplicity=1
C 0.673756 1.792580 -0.090443 1.909 2.436 -0.345 0.177
C -0.173898 -1.105247 -0.029282 -0.037 -0.835 0.546 -0.176
N -0.952515 -0.099714 0.099990 1.348 -0.237 -0.248 -0.479
N -0.041746 0.904637 0.081739 -2.470 -0.916 0.377 -0.078
O 0.640829 -1.879306 -0.021951 -0.124 -0.568 -0.306 0.410
I -2.984147 0.001615 -0.006319 -0.627 0.121 -0.024 1.146

3.
94
Properties=species:S:1:pos:R:3:forces:R:3:lowdin_charge:R:1 method="wB97M-V/def2-TZVPD" charge=-1 spin_multiplicity=1
C -6.382466 0.320464 -0.354575 0.275 -0.086 0.010 -0.127
O -5.623344 0.567442 -1.517384 -0.194 0.268 0.265 -0.205
C -5.425122 1.968850 -1.679884 -0.225 -0.240 -0.639 -0.235
C -4.840055 2.235836 -3.068053 -0.037 0.698 0.501 -0.185
C -3.325959 2.463228 -3.084357 0.064 -0.866 -0.511 -0.199
C -2.519385 1.142390 -3.080696 -0.501 0.207 -0.036 -0.199
C -1.185742 1.197248 -3.862726 -0.235 -0.280 0.363 -0.199
C 0.048187 1.161621 -2.941898 -0.722 0.611 0.528 -0.206
C 0.460735 2.584973 -2.511457 0.085 0.090 -1.008 -0.202
C 1.951076 2.725513 -2.190341 -0.324 -0.516 -0.262 -0.190
C 2.521418 1.612704 -1.286751 0.675 0.708 0.435 -0.114
C 2.962025 2.054884 0.132290 -1.206 -0.028 0.223 -0.333
C 4.435028 2.479819 0.172221 0.484 -0.475 -0.325 -0.133
C 4.897851 3.380816 -0.986538 0.154 0.084 0.581 -0.084
C 4.518947 4.838267 -0.854073 -0.379 0.102 -0.066 -0.515
O 3.993091 5.482950 -1.714280 0.085 0.209 -0.514 0.108
O 4.886385 5.420679 0.324954 0.848 -0.605 0.375 0.072
C 2.047863 3.175156 0.737507 -0.793 1.496 0.250 -0.654
O 2.609462 4.025553 1.470913 0.683 -0.474 0.079 -0.043
O 0.834386 3.186167 0.453190 0.147 -0.721 -0.433 -0.029
N 2.794417 0.838904 0.991270 1.769 -0.458 -0.608 -0.055
F 1.431896 0.627624 1.264560 -0.132 0.329 0.179 -0.035
C 3.550709 0.878418 2.239609 -0.974 -0.430 0.875 -0.185
C 2.988616 -0.087781 3.292585 1.198 -0.056 -0.263 -0.197
C 3.855375 -0.003390 4.563413 -1.536 0.089 -0.040 -0.186
C 3.220493 -0.840722 5.704528 1.480 0.482 -0.104 -0.206
N 2.626156 0.027771 6.741278 -0.494 -1.309 -0.101 0.025
C 1.249683 0.125132 6.711135 -0.735 0.199 0.174 -0.541
N 0.537552 -0.174009 5.700969 0.321 -0.204 0.143 0.142
N 0.692158 0.656635 7.947504 0.559 0.066 -0.148 0.065
H -5.833605 0.643685 0.539270 -0.056 -0.098 0.029 0.092
H -7.339632 0.858803 -0.374536 0.009 -0.055 -0.077 0.082
H -6.567844 -0.752439 -0.305941 -0.006 0.041 0.069 0.079
H -4.782866 2.370067 -0.885777 0.026 -0.088 -0.007 0.129
H -6.403250 2.467299 -1.605337 0.024 -0.059 0.123 0.111
H -5.330570 3.139079 -3.449990 0.065 -0.002 0.044 0.103
H -5.149820 1.431666 -3.740644 0.143 -0.068 0.073 0.112
H -3.018339 3.069001 -2.229683 -0.026 0.272 -0.218 0.114
H -3.089336 2.971052 -4.023963 0.081 0.257 0.206 0.101
H -2.366256 0.835858 -2.041999 0.159 -0.100 -0.089 0.109
H -3.177107 0.382688 -3.520432 0.124 -0.040 -0.012 0.095
H -1.191098 0.359858 -4.567989 0.196 0.019 0.052 0.096
H -1.195628 2.115848 -4.457738 0.182 -0.092 -0.112 0.088
H -0.287676 0.665158 -2.028324 0.429 -0.455 -0.139 0.088
H 0.881252 0.597999 -3.366796 -0.008 0.099 -0.093 0.109
H -0.191416 2.959446 -1.723203 0.252 -0.150 0.243 0.101
H 0.276432 3.227245 -3.386980 0.036 0.110 0.125 0.099
H 2.473860 2.650744 -3.155754 -0.029 0.061 0.036 0.106
H 2.144495 3.734500 -1.831034 0.053 -0.111 0.237 0.100
H 1.858442 0.760242 -1.163296 -0.176 0.148 -0.141 0.100
H 3.439387 1.246520 -1.765244 -0.164 -0.327 0.034 0.103
H 4.708292 2.991026 1.093035 -0.364 -0.038 0.081 0.108
H 5.048150 1.569361 0.117665 -0.053 0.024 -0.116 0.115
H 5.995423 3.401323 -0.950175 -0.041 -0.050 0.039 0.124
H 4.637019 3.003950 -1.972604 -0.275 0.168 0.032 0.106
H 5.459657 6.175480 0.153781 -0.444 0.278 -0.200 0.111
H 4.544653 0.494140 2.001962 0.108 0.436 -0.075 0.118
H 3.591586 1.873258 2.702939 0.064 0.085 -0.249 0.124
H 1.952139 0.129467 3.530197 -0.009 -0.126 -0.026 0.091
H 3.112028 -1.108001 2.907711 -0.512 0.002 -0.061 0.105
H 3.810267 1.036626 4.896351 0.428 -0.028 0.054 0.110
H 4.888942 -0.293986 4.368616 -0.020 0.021 -0.002 0.104
H 4.043073 -1.373724 6.193255 -0.171 -0.047 0.120 0.104
H 2.529015 -1.590780 5.319905 -0.230 0.205 0.047 0.102
H 2.900425 -0.307625 7.654830 0.036 0.526 0.169 0.112
H -0.432123 0.004547 5.942192 -0.060 0.075 -0.283 0.047
H -0.065770 0.063004 8.259823 -0.062 -0.001 -0.111 0.065
H 0.293140 1.554700 7.695449 -0.024 0.063 0.285 0.074
O -0.699220 -2.026841 -1.363596 -0.112 0.415 -3.246 -0.191
P -1.194481 -3.384268 -1.666862 -0.220 -2.617 5.664 0.546
O -2.666769 -3.482613 -0.970137 0.243 0.037 -0.792 -0.202
C -3.730676 -2.678426 -1.495762 -0.158 0.212 -0.086 -0.269
C -4.271880 -3.224715 -2.804590 0.134 -0.056 -0.075 -0.076
O -0.323843 -4.281482 -0.614391 -0.097 -0.146 -0.573 -0.237
C 0.864008 -3.767462 0.001313 0.138 0.108 0.359 -0.272
C 0.573505 -3.295184 1.409225 -0.193 -0.078 0.106 -0.064
O -1.358237 -4.593473 -2.724088 0.223 2.186 -1.296 -0.209
C -1.206356 -5.981473 -2.414534 0.178 -0.725 -0.196 -0.266
C -2.227513 -6.518601 -1.438100 -0.110 0.207 0.268 -0.076
H -3.389511 -1.647501 -1.619740 0.004 -0.006 0.050 0.101
H -4.517184 -2.676484 -0.741486 0.098 -0.056 0.094 0.113
H -3.526710 -3.152802 -3.600072 -0.035 0.037 -0.008 0.071
H -5.155222 -2.664431 -3.114184 0.019 0.041 0.042 0.076
H -4.535887 -4.278592 -2.704614 -0.056 0.010 0.039 0.069
H 1.305595 -2.972876 -0.597241 -0.160 0.084 -0.014 0.108
H 1.584521 -4.589522 0.028053 -0.112 -0.089 -0.072 0.113
H -0.231595 -2.561162 1.419810 0.111 0.127 -0.113 0.082
H 1.458594 -2.845874 1.860502 -0.002 0.033 -0.033 0.067
H 0.249510 -4.134112 2.029900 0.062 -0.026 -0.007 0.072
H -0.189952 -6.189577 -2.084910 -0.007 0.220 0.162 0.113
H -1.327669 -6.498880 -3.368894 -0.060 0.243 -0.095 0.117
H -2.089159 -6.104877 -0.441167 0.043 0.043 -0.022 0.072
H -2.130243 -7.603988 -1.369633 0.040 0.005 -0.107 0.079
H -3.240403 -6.275007 -1.759252 0.008 -0.052 -0.061 0.071

| no. | F_max (eV/A) | orbital gap (eV) | HOMO energy (eV) |
| --- | --- | --- | --- |
| 1 | 1.84 | 8.7 | -8.26 |
| 2 | 3.11 | 8.6 | -15.81 |
| 3 | 6.24 | 6.5 | -4.14 |